144
Properties=species:S:1:pos:R:3:forces:R:3:mulliken_charge:R:1 method="wB97M-V/def2-TZVPD" smiles=CC1(C)CCCC(C)(C)N1O.CC1(C)CCCC(C)(C)N1O.CC(C)O.CC(C)O.CC(C)O.CC(C)O.CC(C)O.CC(C)O.CC(C)O gap_ha=0.3150 total_energy_ev=-63371.2262 lumo_energy_ev=0.577
O 18.013 12.718 10.862 0.43 0.05 0.58 -0.2519
O 16.457 14.316 15.574 -1.00 0.35 0.04 -0.8016
O 17.852 14.727 12.966 0.62 1.00 0.58 -0.7812
O 15.443 12.098 11.178 -0.09 -0.41 0.15 1.7942
O 7.870 17.477 12.718 -0.30 0.05 0.93 -0.5228
O 16.000 11.829 14.216 0.05 2.10 -1.23 3.2183
O 15.177 8.966 10.330 0.89 2.52 2.76 -0.3123
O 11.927 13.017 15.965 -0.04 0.20 0.15 -0.1762
O 18.090 8.143 11.112 0.05 1.89 0.52 -0.2804
N 9.194 16.916 12.711 0.10 0.77 -0.41 0.0509
N 16.277 10.481 14.278 -1.08 -1.27 -0.66 -0.0289
C 9.830 12.031 16.879 0.95 1.01 -0.11 -1.3123
C 19.051 16.966 12.696 -0.55 -1.24 1.65 -1.5046
C 9.052 15.587 12.194 -0.14 -1.73 -0.20 1.9275
C 10.084 17.878 11.954 -0.45 0.07 0.34 1.9095
C 11.493 17.255 11.878 -0.53 0.44 -2.21 -1.4688
C 19.507 13.385 9.165 0.10 0.88 -0.63 -1.3046
C 14.858 16.033 16.346 1.21 0.04 -3.17 -1.9552
C 19.345 6.140 11.209 -0.70 -0.22 0.49 -1.7222
C 14.271 13.132 9.290 0.10 -0.47 0.07 -1.4665
C 9.598 18.323 10.550 1.03 -2.52 -0.31 -1.7975
C 15.075 14.741 15.535 -1.43 0.42 0.63 1.0920
C 17.949 8.682 14.803 -0.82 0.72 0.88 -0.5772
C 17.706 16.154 12.715 -0.50 -0.05 -1.02 0.9369
C 18.559 11.060 13.973 0.75 -0.66 -1.18 -2.1107
C 18.005 6.784 10.895 0.21 -0.41 -2.21 0.8386
C 10.170 19.071 12.884 0.12 2.58 -1.02 -1.9363
C 14.576 14.876 14.071 0.54 1.23 -0.01 0.9604
C 11.831 12.914 18.295 -0.14 0.26 -0.32 -1.5217
C 16.927 6.161 11.713 -0.90 -0.18 0.21 -1.4141
C 17.613 10.243 14.865 0.10 -0.88 -1.35 1.3916
C 15.447 8.361 14.762 -1.68 -0.55 -2.23 -0.9455
C 8.381 15.447 10.805 -0.24 0.97 -0.29 -1.7045
C 15.083 8.490 9.063 -1.18 1.00 -2.77 0.9108
C 11.458 15.854 11.273 0.53 -0.17 0.77 0.5002
C 14.588 10.206 16.165 -0.92 -0.42 -0.42 -1.6625
C 14.419 12.999 10.800 -1.51 0.11 0.01 2.6228
C 15.828 9.334 8.048 1.16 -0.22 -0.47 -1.3690
C 19.384 10.936 9.875 -0.54 1.76 1.23 -0.9366
C 13.045 12.465 11.327 1.00 0.03 0.10 -1.1386
C 16.716 7.959 15.467 1.39 -0.02 -0.83 -0.7761
C 17.716 10.804 16.267 -0.22 -0.42 0.46 -1.5146
C 8.325 14.701 13.307 -2.06 0.23 -1.82 -2.0730
C 11.411 12.211 17.006 -1.54 -0.12 0.97 1.0637
C 19.316 12.412 10.312 -0.09 0.05 -0.27 0.4373
C 10.478 14.975 12.035 -1.61 -0.07 -1.01 -1.0382
C 13.619 8.500 8.624 -0.02 -0.51 0.21 -1.6129
C 15.026 9.831 14.737 1.19 0.03 1.14 1.9506
C 13.827 10.129 13.809 2.60 -1.60 -2.71 -1.1671
C 16.806 16.171 11.447 -0.50 0.84 0.51 -1.2074
H 12.866 12.732 18.460 1.03 -0.03 0.11 0.3456
H 15.589 9.011 7.026 0.10 0.10 0.27 0.4829
H 8.738 14.907 14.269 0.47 0.11 0.71 0.5924
H 19.777 16.554 12.019 0.28 -0.38 -0.37 0.3417
H 13.005 9.688 14.289 -1.43 -0.77 0.26 0.8916
H 20.060 12.654 11.071 0.10 -0.26 0.22 0.4648
H 13.487 10.019 16.255 0.97 -0.17 0.17 0.2243
H 15.521 8.116 13.660 0.32 -0.08 0.96 -0.2632
H 18.494 10.858 12.866 -0.27 -0.22 1.15 0.0881
H 15.442 7.470 9.073 0.24 -0.34 -0.11 0.2743
H 16.722 5.222 11.283 -0.15 -1.62 -0.42 0.6075
H 14.381 14.083 16.113 0.91 -0.57 -0.79 -0.3320
H 15.951 15.449 11.586 0.98 0.89 -0.11 0.0555
H 8.324 13.595 13.111 0.41 1.01 -0.05 0.3293
H 13.794 14.204 13.811 -0.59 -0.91 -0.01 -0.3816
H 13.123 9.441 8.848 0.14 0.25 -0.05 0.2268
H 10.838 14.892 13.034 0.52 -0.62 0.86 0.0527
H 15.339 16.837 15.772 -0.20 0.23 0.31 0.3852
H 14.609 14.002 11.188 0.08 -0.06 0.34 -1.7636
H 18.596 10.873 9.122 0.30 -0.72 -0.13 0.0056
H 18.133 13.391 11.571 -0.26 -0.34 -0.34 -0.2845
H 12.450 15.429 11.447 0.13 -0.12 -0.33 -0.5826
H 17.805 6.681 9.793 -0.13 -0.46 0.63 0.2788
H 16.905 9.239 8.181 0.23 -0.08 -0.03 0.2534
H 14.577 7.770 15.076 0.18 -0.04 0.31 0.4019
H 7.544 17.279 13.626 0.42 0.34 -0.90 0.3513
H 11.920 17.136 12.838 0.43 0.32 1.29 0.2420
H 19.165 14.358 9.559 0.39 -0.15 -0.31 0.2455
H 19.357 6.174 12.277 0.76 0.27 0.99 0.3657
H 9.343 13.026 17.025 0.38 -0.67 0.23 0.2852
H 17.258 5.971 12.732 -0.13 0.28 0.25 0.3206
H 9.569 11.789 15.822 0.12 -0.46 0.77 0.4241
H 16.715 8.068 16.537 -0.20 0.50 0.53 0.4124
H 15.144 9.591 16.865 -0.18 0.23 0.41 0.3011
H 17.271 11.786 16.215 0.20 0.53 0.28 0.0709
H 19.397 5.085 11.005 -0.39 -0.52 -0.48 0.4114
H 12.138 17.957 11.247 -0.70 -0.91 0.91 0.4915
H 7.344 15.740 10.570 0.32 0.28 0.96 0.2754
H 17.146 10.263 17.033 0.29 -0.09 -0.30 0.2504
H 15.229 9.981 10.380 -0.19 -1.89 -0.16 -0.1090
H 9.782 17.504 9.806 0.15 0.84 0.55 0.2953
H 18.915 8.573 15.337 -0.65 -0.16 0.13 0.4859
H 19.488 16.903 13.759 -0.57 0.28 -1.61 0.3211
H 13.159 7.744 9.210 -0.93 -0.64 0.64 0.4296
H 13.822 16.236 16.459 -0.93 0.13 0.03 0.3911
H 11.690 13.988 18.248 0.00 0.25 -0.57 0.3362
H 10.326 18.666 13.862 0.27 0.13 0.76 0.5151
H 9.443 11.305 17.634 0.25 0.46 -0.84 0.3591
H 12.214 12.967 10.866 -0.19 0.63 -0.43 0.6765
H 19.222 10.297 10.744 -0.24 -0.16 -0.33 0.1957
H 13.601 11.150 13.570 0.29 0.55 0.48 -0.2413
H 16.340 12.367 10.869 -0.30 0.07 0.04 -0.2506
H 9.226 19.724 12.897 1.32 -1.06 -0.10 0.3185
H 20.226 6.574 10.785 0.25 0.68 -0.28 0.3576
H 10.247 13.983 11.543 0.90 0.87 0.73 0.4622
H 8.982 15.934 10.033 -0.05 -0.21 0.24 0.3068
H 15.979 12.016 13.240 -0.12 -0.05 0.87 -0.8342
H 12.892 12.611 12.413 0.28 -0.53 -0.53 -0.4167
H 8.556 18.475 10.471 -1.14 0.58 0.32 0.4035
H 17.097 16.646 13.501 0.20 -0.67 -0.07 0.0253
H 15.932 6.634 11.685 0.61 0.48 0.13 0.1779
H 20.392 10.787 9.537 0.30 -0.39 -0.70 0.4624
H 18.759 10.854 16.563 0.10 0.18 0.18 0.5113
H 18.808 13.159 8.332 0.50 -0.07 0.34 0.2521
H 18.134 8.214 13.816 -0.40 0.94 0.11 -0.1827
H 15.292 13.136 8.871 -0.53 0.42 -0.27 0.3229
H 11.055 19.765 12.566 -1.51 -1.21 0.65 0.3199
H 17.278 15.955 10.489 0.36 -0.18 0.18 0.2947
H 17.687 14.609 13.914 0.01 -0.23 0.09 0.1156
H 16.407 13.432 15.179 0.21 -0.41 0.02 -0.0502
H 12.952 11.428 10.955 0.12 0.14 0.77 0.2189
H 19.605 10.914 14.245 0.04 -0.26 0.18 0.5798
H 15.636 10.407 8.117 -0.45 -0.06 0.20 0.1988
H 16.816 6.886 15.342 0.12 -0.33 -0.18 0.5559
H 16.395 17.195 11.370 -0.04 -0.42 -0.17 0.4279
H 14.043 9.630 12.761 -0.62 0.75 1.93 -0.4464
H 11.461 12.704 15.201 -0.09 -0.01 -1.07 -0.0023
H 20.554 13.510 8.770 -0.99 -0.38 0.44 0.3321
H 11.888 11.223 16.934 -0.22 0.08 0.21 -0.1133
H 11.288 15.871 10.218 -0.23 -0.03 -0.76 0.4139
H 8.413 14.424 10.578 0.02 -1.68 -0.40 0.4986
H 14.702 11.254 16.344 0.31 0.75 0.29 0.2141
H 13.660 14.047 9.066 0.70 -0.90 -0.13 0.3068
H 13.445 8.223 7.591 0.20 0.10 -0.28 0.4352
H 15.328 15.961 17.260 0.95 -0.20 2.16 0.5414
H 15.409 14.719 13.371 -0.24 -0.08 0.32 -1.0353
H 14.153 15.882 13.822 0.46 -0.48 0.44 0.2059
H 13.762 12.203 8.947 0.23 0.71 -0.20 0.2584
H 18.893 18.000 12.409 -0.21 0.16 0.16 0.3905
H 18.395 12.114 14.067 -0.26 0.68 0.25 0.1331
H 7.202 14.953 13.344 1.59 -0.19 -0.04 0.3718
H 11.343 12.676 19.215 -0.69 -0.91 0.41 0.4336
H 10.168 19.154 10.209 0.31 0.92 -0.10 0.4792
H 17.215 8.539 10.928 0.33 -0.18 0.21 -0.0049